(1)
{"formula": "C7H8ClN3OP", "method": "ωB97M-V/def2-TZVPD", "species": ["C", "C", "C", "C", "C", "P", "O", "Cl", "C", "C", "N", "N", "N", "H", "H", "H", "H", "H", "H", "H", "H"], "coordinates": [[-0.22245, 4.08206, 2.04135], [0.12546, 3.10510, 1.38665], [0.12242, 1.76967, 0.61121], [0.59679, 0.54933, 1.31996], [0.47769, -0.65668, 0.42479], [0.97288, -2.40787, 0.95741], [2.24576, -2.22824, 2.09062], [-0.56875, -3.33213, 2.03417], [-0.06710, -0.40005, -0.94505], [-0.24094, -1.70814, -1.88521], [-1.32527, -1.42312, -2.88078], [-0.44231, 0.76540, -1.53643], [-0.30855, 1.76705, -0.68020], [-0.53981, 4.89859, 2.73510], [0.98677, 0.53208, 2.36880], [1.86134, -1.65068, 2.79580], [-0.59942, -2.60653, -1.30714], [0.70656, -1.86851, -2.47589], [-1.01411, -0.74146, -3.57573], [-2.18477, -1.13349, -2.40797], [-0.58219, 2.68764, -1.07147]], "atomic_forces_ev_per_a": [[0.342, -1.140, -0.220], [-1.403, -0.772, -0.664], [1.229, 0.841, 2.576], [-1.307, -1.299, -4.494], [-1.129, 4.539, 1.998], [2.188, -1.707, -0.345], [-3.247, 1.401, -0.684], [0.490, 1.319, -0.287], [0.490, -2.443, -0.387], [-1.490, 1.710, -0.837], [1.065, -0.447, 0.656], [1.313, -2.083, 3.029], [0.229, 1.588, 1.180], [0.624, -1.066, -1.162], [-0.549, 0.314, -1.232], [0.941, -0.687, -0.082], [0.896, 0.989, -0.386], [-0.883, -0.136, 0.999], [-0.424, -0.222, 0.431], [0.422, -0.004, -0.458], [0.202, -0.695, 0.367]], "mulliken_charge": [0.08, -0.89, 0.63, -0.40, 0.60, 0.22, -0.42, -0.16, 0.21, -0.42, -0.62, -0.74, 0.35, 0.39, 0.25, 0.31, 0.43, 0.32, 0.27, 0.24, 0.33], "homo_lumo_gap_ev": 6.8, "lumo_ev": -5.914, "total_charge": 1, "largest_force_ev_per_a": 5.09, "multiplicity": 1}



(2)
{"formula": "C6H9NO2", "method": "ωB97M-V/def2-TZVPD", "species": ["C", "C", "C", "C", "C", "C", "N", "O", "O", "H", "H", "H", "H", "H", "H", "H", "H", "H"], "coordinates": [[-1.01366, 0.62428, -0.63333], [0.61031, -1.12329, -0.68141], [-1.80044, -0.55935, -0.94140], [-0.77585, -1.71482, -1.15675], [0.98420, 1.01433, 1.85823], [1.35811, 0.94828, 0.38915], [0.51458, 0.20075, -0.42254], [-1.34617, 1.73305, -0.33677], [1.62061, -1.83252, -0.53134], [-2.65148, -0.74756, -0.16743], [-2.34628, -0.36287, -1.86148], [-0.67247, -1.89421, -2.18572], [-1.04508, -2.52180, -0.36760], [0.93223, -0.02948, 2.32455], [1.80441, 1.74793, 2.30718], [-0.00093, 1.60579, 2.05390], [2.51141, 0.84177, 0.30904], [1.31651, 2.06972, 0.04373]], "atomic_forces_ev_per_a": [[3.276, 1.567, 2.650], [1.223, -2.432, 0.264], [-1.270, -1.602, -0.301], [-0.068, 1.132, 3.833], [-0.015, 1.369, 1.621], [2.657, 4.524, 0.350], [-4.156, -0.834, -1.681], [0.069, -0.576, -0.692], [-1.911, 1.503, -0.297], [1.843, 0.418, -1.049], [-0.119, 0.082, -0.150], [-0.096, -1.273, -1.127], [0.754, 0.708, -2.167], [0.285, 1.635, -0.324], [-1.576, -1.990, -0.369], [1.509, -1.361, -0.522], [-2.095, -0.988, -0.339], [-0.308, -1.884, 0.302]], "mulliken_charge": [0.36, 0.37, -0.43, -0.38, -0.90, -0.58, 0.12, -0.51, -0.64, 0.26, 0.25, 0.34, 0.26, 0.26, 0.30, 0.26, 0.38, 0.27], "homo_lumo_gap_ev": 10.4, "lumo_ev": 0.612, "relative_energy_kcal_mol": 23.9, "largest_force_ev_per_a": 5.26, "multiplicity": 1}



(3)
{"formula": "C4H5NO", "method": "ωB97M-V/def2-TZVPD", "species": ["C", "C", "N", "O", "C", "C", "H", "H", "H", "H", "H"], "coordinates": [[-0.82822, -1.16503, -0.26392], [-0.01258, -0.13169, -0.07088], [-0.41075, 1.24044, 0.03894], [-1.80261, 1.24253, -0.16996], [1.40409, -0.25400, 0.11589], [2.59853, -0.38112, 0.21464], [-1.88997, -1.04117, -0.43753], [-0.40408, -2.15604, -0.25339], [-0.25291, 1.05152, 1.07066], [-2.05500, 2.10232, -0.52698], [3.65350, -0.50777, 0.28253]], "atomic_forces_ev_per_a": [[0.117, -0.126, -0.138], [0.187, -0.907, -1.422], [0.342, -1.043, 1.465], [-0.788, 0.039, 0.294], [0.849, -0.413, -0.024], [-0.667, 0.080, -0.022], [0.223, 0.036, 0.075], [-0.015, -0.079, -0.080], [-0.756, 2.331, -0.270], [0.571, 0.037, 0.084], [-0.062, 0.044, 0.039]], "mulliken_charge": [-0.90, 0.03, -0.25, -0.41, -0.37, 0.21, 0.30, 0.30, 0.34, 0.33, 0.41], "homo_lumo_gap_ev": 9.9, "lumo_ev": 0.888, "relative_energy_kcal_mol": 108.8, "largest_force_ev_per_a": 2.47, "multiplicity": 1}



(4)
{"formula": "C7H18NS", "method": "ωB97M-V/def2-TZVPD", "species": ["C", "C", "C", "C", "C", "C", "C", "N", "S", "H", "H", "H", "H", "H", "H", "H", "H", "H", "H", "H", "H", "H", "H", "H", "H", "H", "H"], "coordinates": [[1.26382, 0.87058, -1.47988], [2.63623, -0.44466, 0.04904], [-2.32494, -1.08924, 0.86631], [-1.96114, -0.41228, -1.44240], [0.22672, -0.69510, 0.11192], [1.34924, 0.26366, -0.14114], [-1.46047, -0.26940, -0.03418], [1.15710, 1.34192, 0.97274], [-1.70280, 1.69198, 0.34776], [0.20658, 0.79660, -1.75688], [1.73422, 1.86743, -1.41445], [1.75681, 0.30756, -2.30627], [2.44760, -1.25078, 0.72990], [3.51904, 0.14816, 0.22357], [2.95085, -0.90907, -0.92877], [-1.89013, -2.10784, 0.81346], [-3.41479, -1.21382, 0.66973], [-2.23643, -0.76431, 1.90546], [-1.83681, 0.31298, -2.13665], [-3.01037, -0.57270, -1.54310], [-1.42738, -1.14370, -1.97543], [0.16872, -1.16277, 1.02844], [0.32503, -1.57442, -0.55239], [0.05841, 1.66955, 0.94205], [1.91908, 2.15626, 0.85470], [1.28394, 0.78149, 1.86492], [-2.00882, 1.34386, 1.58500]], "atomic_forces_ev_per_a": [[-0.423, 0.647, -1.547], [1.094, -1.297, -1.539], [0.220, -1.166, 1.249], [-0.178, -1.326, 0.598], [-4.007, -0.406, -2.139], [-0.536, 0.287, 1.181], [1.772, 2.115, -1.232], [1.459, 0.437, 0.152], [-0.189, -1.868, -0.249], [0.241, 1.257, -0.279], [-0.665, -0.150, -0.660], [0.011, 0.225, 1.000], [0.769, -0.367, 0.763], [0.086, 0.495, 0.809], [-0.699, 0.120, 0.920], [-0.361, 0.237, 0.161], [0.921, 0.611, -0.405], [0.073, -0.190, 0.086], [0.802, 3.391, -1.481], [-0.824, -0.571, 0.464], [0.457, -1.937, -0.281], [0.704, -0.592, 2.582], [-0.015, 0.564, -0.131], [1.731, -0.004, -0.340], [-2.303, -2.248, 0.688], [0.182, 1.344, -1.014], [-0.322, 0.391, 0.645]], "mulliken_charge": [-1.26, -1.64, -1.38, -1.95, -2.23, 1.51, 1.18, -0.19, -0.29, 0.21, 0.35, 0.37, 0.39, 0.43, 0.37, 0.39, 0.32, 0.43, 0.58, 0.41, 0.49, 0.79, 0.50, 0.15, 0.41, 0.44, 0.23], "homo_lumo_gap_ev": 10.6, "lumo_ev": -2.984, "relative_energy_kcal_mol": 7.4, "total_charge": 1, "largest_force_ev_per_a": 4.56, "multiplicity": 1}



(5)
{"formula": "C6H7N3OS", "method": "ωB97M-V/def2-TZVPD", "species": ["C", "C", "C", "C", "C", "C", "N", "N", "N", "O", "S", "H", "H", "H", "H", "H", "H", "H"], "coordinates": [[-0.97372, -0.74012, 2.35828], [0.10313, -0.12145, 2.94635], [0.17272, -0.24154, 0.57718], [2.16870, 1.29081, -1.08350], [0.44440, -0.22175, -0.87032], [-0.50190, -1.05364, -1.80366], [-0.91998, -0.82894, 1.00161], [1.52863, 0.24042, -1.46285], [0.42902, 2.10698, 0.13528], [1.63442, 2.26249, -0.32401], [1.26694, 0.34045, 1.75980], [-1.83320, -1.38422, 2.81094], [0.17851, 0.03710, 4.03430], [3.17537, 1.52956, -1.43111], [0.13202, -1.52684, -2.63685], [-1.39409, -0.64905, -2.08187], [-0.90958, -1.92655, -1.21144], [-0.02431, 3.02886, 0.24829]], "atomic_forces_ev_per_a": [[-1.223, -1.609, 0.249], [-0.384, -0.359, 1.000], [0.102, -1.256, -1.934], [0.223, 0.683, 0.928], [-1.296, -0.674, -0.808], [3.503, -3.240, 1.905], [0.497, 0.487, 0.313], [-0.275, -0.298, 0.186], [-2.909, -0.029, 0.522], [2.332, 1.094, -1.889], [-0.931, -0.593, 1.286], [1.726, 1.822, -0.288], [0.400, -0.059, -0.859], [-0.435, 0.033, 0.238], [-1.117, 1.190, 0.996], [-2.006, 1.976, -1.209], [0.771, 0.723, -0.348], [1.021, 0.109, -0.289]], "mulliken_charge": [-0.44, -0.24, 0.37, -0.08, 0.93, -1.12, -0.50, -0.49, -0.57, -0.10, -0.03, 0.32, 0.41, 0.40, 0.31, 0.34, 0.33, 0.16], "homo_lumo_gap_ev": [7.3, 7.8], "lumo_ev": [-0.310, -0.492], "relative_energy_kcal_mol": 118.1, "largest_force_ev_per_a": 5.14, "multiplicity": 1}



(6)
{"formula": "C6H12N2O", "method": "ωB97M-V/def2-TZVPD", "species": ["C", "C", "C", "N", "N", "C", "C", "C", "O", "H", "H", "H", "H", "H", "H", "H", "H", "H", "H", "H", "H"], "coordinates": [[-1.04652, 1.84207, 0.07337], [-1.77753, -0.19981, 1.15871], [0.04279, -1.94977, -0.60058], [-0.70840, 0.46587, 0.42751], [1.08309, 0.48397, 1.06467], [0.13319, -0.44780, -0.86260], [1.55366, 0.09264, -0.11723], [2.72835, -0.01143, -0.73023], [-0.07978, -0.01182, -2.00278], [1.21319, 1.48732, 1.21465], [-1.24054, 2.41984, 0.98065], [-1.92689, 1.86792, -0.57598], [-0.21102, 2.29842, -0.45939], [-2.48242, -0.68448, 0.47201], [-1.37666, -0.97027, 1.81709], [-2.37262, 0.47616, 1.77663], [0.35019, -2.21260, 0.41115], [-0.98244, -2.27752, -0.78581], [0.69186, -2.45249, -1.31617], [2.75281, -0.42989, -1.72928], [3.65567, 0.21368, -0.21640]], "atomic_forces_ev_per_a": [[0.380, -0.081, -0.121], [-0.004, -0.200, 0.589], [-0.765, 0.263, 0.422], [1.682, 0.053, 0.548], [-2.494, 0.543, 1.167], [2.523, 0.579, -1.156], [-0.962, -1.227, -2.608], [-0.174, 0.062, 0.736], [-0.593, -0.124, 0.699], [-0.192, -0.123, 0.204], [-0.104, -0.069, -0.018], [0.086, -0.094, 0.073], [-0.092, -0.132, -0.128], [0.315, 0.129, -0.191], [0.134, -0.005, -0.131], [0.190, 0.201, -0.035], [-0.044, -0.050, 0.019], [0.034, -0.133, 0.034], [0.039, 0.204, 0.020], [-0.011, 0.072, 0.068], [0.053, 0.134, -0.189]], "mulliken_charge": [-1.05, -0.97, -1.39, 0.16, -0.38, 0.92, 0.54, -1.19, -0.71, 0.32, 0.38, 0.36, 0.39, 0.32, 0.32, 0.32, 0.37, 0.35, 0.34, 0.29, 0.31], "homo_lumo_gap_ev": [7.6, 7.6], "lumo_ev": [-0.352, -0.354], "relative_energy_kcal_mol": 117.0, "largest_force_ev_per_a": 3.04, "multiplicity": 1}